Entry 1:
20
Properties=species:S:1:pos:R:3:nbo_charge:R:1 method="wB97M-V/def2-TZVPD" charge=+1 spin_multiplicity=3 de_lowest_kcal_mol=50.7 s_squared=2.009 homo_lumo_gap_ev="7.42 / 5.82"
C 1.52 -0.16 1.03 -0.44
C 1.92 -1.03 -0.23 -0.25
C 0.00 0.07 1.09 -0.12
C -0.61 0.80 -0.17 -0.21
C -0.91 -0.64 0.08 -0.38
C -1.63 1.90 -0.37 -0.64
N 0.67 -1.64 -0.73 -0.53
S -2.32 -1.48 0.29 0.42
H 1.68 -0.83 1.95 0.24
H 2.16 0.72 1.28 0.27
H 2.34 -0.45 -1.10 0.23
H 2.64 -1.76 0.08 0.24
H -0.33 0.40 2.09 0.25
H 0.15 1.10 -0.83 0.22
H -1.77 2.18 -1.40 0.25
H -1.23 2.85 -0.02 0.24
H -2.62 1.80 0.08 0.22
H 0.67 -1.67 -1.76 0.42
H 0.46 -2.61 -0.39 0.41
H -3.38 -0.84 -0.45 0.16

---

Entry 2:
19
Properties=species:S:1:pos:R:3:nbo_charge:R:1 method="wB97M-V/def2-TZVPD" de_lowest_kcal_mol=47.2 smiles="C=C1C[C@@H]1CC.O" homo_lumo_gap_ev=10.96
C 1.45 -0.22 1.29 -0.42
C 0.88 0.30 0.22 0.00
C 0.88 1.30 -0.86 -0.45
C -0.34 0.41 -0.59 -0.26
C -1.57 0.93 0.13 -0.39
C -2.33 -0.22 0.80 -0.60
H 2.43 0.08 1.64 0.21
H 0.94 -1.01 1.85 0.21
H 1.45 1.09 -1.76 0.23
H 0.83 2.35 -0.60 0.22
H -0.53 -0.35 -1.35 0.23
H -1.25 1.65 0.90 0.20
H -2.22 1.47 -0.57 0.20
H -2.72 -0.92 0.05 0.20
H -3.18 0.15 1.38 0.21
H -1.67 -0.77 1.48 0.20
O 2.29 -2.40 -0.84 -0.95
H 1.65 -1.80 -0.43 0.48
H 3.14 -1.99 -0.63 0.46